No. 1
C31H28BrGeN5PdS2 | the ωB97M-V functional and the def2-TZVPD basis

ORCA input file:
```
! RIJCOSX wB97M-V def2-TZVPD def2/J DEFGRID3
* xyz -2 1
Pd -0.267 -2.106 -0.268
N -2.768 0.389 1.082
C -2.191 -0.344 2.039
N -1.200 -1.126 1.840
C -0.728 -1.705 2.984
C -1.435 -1.396 4.109
S -2.726 -0.294 3.741
C 0.417 -2.566 2.824
C 1.085 -3.295 3.765
S 2.323 -4.265 3.029
C 1.819 -3.606 1.455
N 0.877 -2.737 1.549
N 2.375 -4.005 0.286
H -2.381 0.274 0.152
H -3.524 1.017 1.271
H -1.285 -1.716 5.120
H 0.923 -3.350 4.822
H 2.686 -4.964 0.268
H 1.744 -3.758 -0.497
C -5.227 -1.533 -3.816
C -3.925 -1.692 -3.083
C -2.711 -1.718 -3.772
C -1.524 -1.829 -3.083
C -1.554 -1.873 -1.675
Br -0.900 -4.790 -0.185
N -2.723 -1.822 -1.033
C -3.860 -1.754 -1.700
H -5.128 -1.895 -4.838
H -5.514 -0.478 -3.858
H -6.032 -2.079 -3.323
H -2.714 -1.642 -4.856
H -0.569 -1.841 -3.593
H -4.770 -1.733 -1.100
C 1.201 -1.113 -1.380
Ge 1.315 0.493 -0.376
C 1.141 0.915 1.616
C 0.143 1.758 2.086
C -0.088 1.925 3.438
C 0.671 1.223 4.361
C 1.660 0.361 3.914
C 1.886 0.214 2.558
C 3.016 1.520 -0.789
C 3.397 1.633 -2.122
C 4.598 2.210 -2.488
C 5.453 2.698 -1.513
C 5.085 2.614 -0.180
C 3.881 2.031 0.170
C 0.016 1.852 -1.088
C 0.271 3.218 -1.051
C -0.625 4.136 -1.572
C -1.814 3.703 -2.136
C -2.087 2.344 -2.187
C -1.170 1.442 -1.677
H 2.121 -1.711 -1.192
H -0.466 2.297 1.369
H -0.868 2.601 3.779
H 0.475 1.335 5.422
H 2.248 -0.205 4.630
H 2.662 -0.463 2.217
H 2.728 1.240 -2.877
H 4.878 2.292 -3.533
H 6.405 3.141 -1.789
H 5.747 3.015 0.581
H 3.603 1.968 1.215
H 1.197 3.559 -0.606
H -0.392 5.197 -1.541
H -2.522 4.422 -2.538
H -3.012 1.988 -2.630
H -1.346 0.378 -1.750
*
```

Computed properties:
Orbital gap, hartree: 0.14304
Total energy, Eh: -7047.04545
Molar mass, g mol⁻¹: 793.668
HOMO level, eV: 0.19

Results of the Löwdin charge analysis, in e, for atoms 1 through 6: Pd 0.522; N 0.136; C -0.684; N 0.070; C -0.334; C -0.373



No. 2
C31H28ClIrN6O10P2S4 | the ωB97M-V functional and the def2-TZVPD basis

ORCA input file:
```
! RIJCOSX wB97M-V def2-TZVPD def2/J DEFGRID3
* xyz -1 6
Ir 0.544 0.079 0.803
N 2.782 0.198 -2.603
C 2.159 1.572 -2.589
C 2.547 2.429 -3.767
P 2.565 2.228 -0.907
O 4.106 2.731 -1.175
O 1.761 3.355 -0.409
O 2.697 0.938 -0.107
P 0.339 1.196 -2.549
O 0.409 0.252 -3.872
O -0.506 2.385 -2.683
O 0.232 0.231 -1.374
H 3.721 0.186 -2.994
H 2.132 -0.421 -3.110
H 2.810 -0.019 -1.569
H 3.618 2.639 -3.785
H 2.004 3.369 -3.672
H 2.234 1.964 -4.703
H 4.134 3.670 -0.949
H -0.372 -0.355 -3.965
S -2.093 -0.662 0.105
C -2.732 0.632 1.097
C -3.749 1.476 0.673
C -4.264 2.448 1.527
C -5.297 3.324 1.083
N -6.141 4.024 0.737
C -3.760 2.560 2.836
C -2.748 1.708 3.261
C -2.208 0.752 2.404
S -0.939 -0.299 2.950
C -4.273 3.553 3.719
N -4.670 4.358 4.439
H -4.135 1.398 -0.334
H -2.364 1.785 4.269
Cl -1.989 -5.844 -0.847
C -0.889 -4.634 -0.278
C -0.909 -4.300 1.068
C -0.017 -3.373 1.541
C 0.905 -2.726 0.689
C 1.820 -1.762 1.245
C 0.889 -3.089 -0.671
C 0.001 -4.028 -1.156
H -1.624 -4.771 1.729
H -0.025 -3.107 2.589
H 2.741 -1.597 0.694
H 1.963 -1.873 2.317
H 1.590 -2.619 -1.350
H -0.004 -4.294 -2.203
O -2.765 -2.400 -6.268
S -2.349 -2.787 -4.947
O -1.291 -3.765 -4.891
N -1.948 -1.450 -4.061
C -2.800 -1.290 -3.058
S -2.765 0.083 -2.054
C -3.846 -2.303 -2.933
C -4.843 -2.392 -1.968
C -5.729 -3.455 -2.040
C -5.620 -4.412 -3.045
C -4.628 -4.323 -4.013
C -3.755 -3.261 -3.942
H -4.904 -1.654 -1.182
H -6.504 -3.554 -1.291
H -6.315 -5.241 -3.067
H -4.541 -5.070 -4.790
O 6.772 -0.172 3.619
C 6.136 0.723 4.498
N 4.924 1.142 3.847
C 4.301 2.301 4.175
O 4.712 3.037 5.056
C 3.057 2.586 3.400
C 2.627 3.902 3.238
C 1.443 4.139 2.574
C 0.740 3.064 2.049
N 1.141 1.807 2.207
C 2.267 1.575 2.881
H 7.545 -0.546 4.048
H 6.752 1.605 4.706
H 5.899 0.232 5.452
H 4.658 0.613 3.032
H 3.233 4.705 3.636
H 1.064 5.142 2.443
H -0.177 3.220 1.498
H 2.514 0.531 3.032
*
```

Computed properties:
Orbital gap (alpha / beta), hartree: 0.21378 / 0.22053
Total energy, Eh: -5119.24677
Molar mass, g mol⁻¹: 1062.483
HOMO level (alpha / beta), eV: -4.16 / -5.54

Results of the Löwdin charge analysis, in e, for atoms 1 through 6: Ir 1.187; N 0.163; C -0.510; C -0.074; P 0.335; O -0.159



No. 3
C31H28FN4P2Tl | the ωB97M-V functional and the def2-TZVPD basis

ORCA input file:
```
! RIJCOSX wB97M-V def2-TZVPD def2/J DEFGRID3
* xyz 2 1
Tl 0.148 8.333 16.320
N -0.889 13.122 17.895
C -2.009 13.244 17.127
C -1.884 12.261 16.159
N -0.694 11.564 16.324
C -0.098 12.105 17.419
C 1.211 11.751 17.951
N 2.172 11.039 17.288
C 3.279 11.072 18.104
C 2.952 11.715 19.292
N 1.691 12.183 19.161
H -0.606 13.690 18.698
H -2.780 13.983 17.265
H -2.432 12.040 15.259
H 4.258 10.720 17.770
H 3.579 11.939 20.141
H 1.179 12.541 19.958
F 1.664 7.456 17.727
C 3.523 4.856 15.103
P 1.888 5.800 15.015
C 0.615 4.778 15.911
C 0.861 3.991 17.078
C -0.101 3.067 17.519
C -1.398 3.091 16.992
C -1.675 3.999 16.014
C -0.705 4.791 15.426
C 1.493 5.445 13.249
C 1.610 6.486 12.308
C 1.247 6.246 10.986
C 0.781 4.984 10.622
C 0.734 3.927 11.551
C 1.064 4.184 12.872
P 5.154 5.726 15.117
C 5.381 6.327 16.815
C 6.637 6.321 17.394
C 6.777 6.930 18.654
C 5.674 7.422 19.319
C 4.413 7.355 18.744
C 4.268 6.751 17.503
C 4.813 7.275 14.205
C 3.943 8.340 14.594
C 3.798 9.482 13.841
C 4.635 9.734 12.765
C 5.645 8.813 12.466
C 5.655 7.563 13.150
H 3.543 4.055 14.351
H 3.512 4.316 16.060
H 1.818 4.150 17.583
H 0.157 2.444 18.388
H -2.159 2.319 17.302
H -2.603 3.933 15.460
H -0.956 5.347 14.531
H 1.992 7.446 12.618
H 1.282 7.065 10.240
H 0.355 4.865 9.623
H 0.411 2.919 11.218
H 1.039 3.382 13.591
H 7.430 5.810 16.897
H 7.762 6.964 19.048
H 5.745 7.893 20.308
H 3.577 7.729 19.329
H 3.294 6.692 17.029
H 3.243 8.163 15.422
H 3.022 10.198 14.179
H 4.636 10.576 12.095
H 6.348 9.054 11.695
H 6.398 6.858 12.846
*
```

Computed properties:
Orbital gap (alpha / beta), hartree: 0.09829 / 0.08899
Total energy, Eh: -2371.52569
Molar mass, g mol⁻¹: 741.922
HOMO level (alpha / beta), eV: -12.09 / -12.09

Results of the Löwdin charge analysis, in e, for atoms 1 through 6: Tl 0.832; N 0.086; C -0.070; C -0.124; N 0.049; C -0.274



Question: Which value of molar mass does entry 3 give?
Answer: 741.922 g mol⁻¹



Question: The highest total energy belongs to which entry?
Answer: C31H28FN4P2Tl